(1)
# C5H10Cl10

A 5-piece molecular cluster, C5H10Cl10 overall in a non-equilibrium geometry (wB97M-V/def2-TZVPD, OMol25).

CARTESIAN COORDINATES (ANGSTROEM)
Cl  1.341  5.647  -2.498
C  0.589  6.661  -3.807
Cl  -0.481  5.543  -4.772
H  -0.128  7.377  -3.405
H  1.342  7.173  -4.408
Cl  8.011  2.856  4.648
C  7.428  3.144  3.003
Cl  6.447  1.841  2.301
H  6.958  4.127  2.972
H  8.281  3.224  2.329
Cl  -5.567  -3.566  4.961
C  -4.243  -3.283  6.099
Cl  -4.236  -4.512  7.377
H  -3.243  -3.340  5.669
H  -4.354  -2.320  6.597
Cl  0.158  -0.063  1.960
C  0.447  -0.582  0.291
Cl  -0.937  -1.237  -0.515
H  0.780  0.251  -0.328
H  1.176  -1.393  0.307
Cl  -2.364  -6.134  -5.657
C  -4.028  -5.477  -5.597
Cl  -4.676  -5.116  -7.289
H  -4.662  -6.274  -5.208
H  -4.041  -4.547  -5.029

## Properties
- HOMO-LUMO gap (eV) = 11.361

***

(2)
# C5H10Cl2Si

One molecule with the formula C5H10Cl2Si in a non-equilibrium geometry (wB97M-V/def2-TZVPD, OMol25).

CARTESIAN COORDINATES (ANGSTROEM)
C  2.013  -0.631  2.186
Si  2.053  -0.134  0.470
Cl  3.299  -0.912  -1.000
C  0.869  1.149  -0.187
C  -0.481  0.581  -0.398
C  -1.203  0.307  0.961
C  -0.549  -0.509  -1.417
Cl  0.303  -2.142  -0.956
H  2.859  -1.173  2.711
H  1.385  -0.084  2.967
H  1.049  1.636  -1.227
H  0.883  1.878  0.630
H  -1.170  1.401  -0.944
H  -0.486  -0.123  1.734
H  -1.903  -0.525  0.787
H  -1.890  1.126  1.261
H  -0.156  -0.217  -2.392
H  -1.638  -0.692  -1.537

## Properties
- HOMO-LUMO gap (eV) = 8.483

***

Which value of HOMO-LUMO gap does entry 1 give? 11.361 eV